This record from the OMol25 dataset describes a single C15H22N2O molecule. The level of theory is wB97M-V/def2-TZVPD.

HOMO level: -8.67 eV
max |F|: 0.56 eV/A
gap between HOMO and LUMO: 9.38 eV
E_LUMO: 0.71 eV
relative energy (zero: lowest compared OMol25 entry of this formula, charge and spin): 33.67 kJ/mol
SMILES string: Cc1ccc(CC(=O)NC2CCN(C)CC2)cc1

Positions of all 40 atoms, in Å:
C (3.714, 4.628, -2.795)
C (2.915, 3.719, -1.910)
C (3.493, 2.617, -1.296)
C (2.749, 1.791, -0.474)
C (1.404, 2.046, -0.247)
C (0.594, 1.125, 0.617)
C (0.320, -0.204, -0.094)
O (0.963, -0.614, -1.033)
N (-0.713, -0.888, 0.448)
C (-1.126, -2.194, -0.022)
C (-2.629, -2.231, -0.306)
C (-3.444, -2.207, 0.984)
N (-3.068, -3.314, 1.841)
C (-3.936, -3.424, 2.992)
C (-1.672, -3.215, 2.223)
C (-0.781, -3.294, 0.987)
C (0.820, 3.142, -0.867)
C (1.567, 3.970, -1.683)
H (3.785, 5.621, -2.351)
H (3.236, 4.731, -3.767)
H (4.720, 4.243, -2.941)
H (4.538, 2.400, -1.464)
H (3.213, 0.933, -0.011)
H (-0.353, 1.591, 0.895)
H (1.146, 0.887, 1.532)
H (-1.190, -0.516, 1.254)
H (-0.563, -2.354, -0.948)
H (-2.855, -3.154, -0.841)
H (-2.910, -1.387, -0.937)
H (-3.315, -1.234, 1.500)
H (-4.505, -2.309, 0.742)
H (-3.893, -2.538, 3.648)
H (-4.962, -3.554, 2.653)
H (-3.648, -4.298, 3.573)
H (-1.470, -2.279, 2.780)
H (-1.442, -4.051, 2.888)
H (-0.933, -4.261, 0.509)
H (0.267, -3.212, 1.279)
H (-0.229, 3.353, -0.709)
H (1.098, 4.822, -2.156)

Forces on atoms 1 to 6 (eV/Å):
-0.030 0.026 0.022
-0.040 0.008 -0.013
-0.007 0.018 0.009
-0.080 0.053 0.042
-0.011 0.028 0.101
0.228 -0.055 -0.309

---

This record from the OMol25 dataset describes a single C15H22N2O3S molecule. The level of theory is wB97M-V/def2-TZVPD.

HOMO level: -8.61 eV
max |F|: 0.55 eV/A
gap between HOMO and LUMO: 9.35 eV
E_LUMO: 0.75 eV
relative energy (zero: lowest compared OMol25 entry of this formula, charge and spin): 3.74 kJ/mol
SMILES string: COC(=O)[C@H](CCSC)NC(=O)Nc1cc(C)ccc1C

Positions of all 43 atoms, in Å:
C (0.204, -2.018, 4.538)
O (0.537, -2.168, 3.163)
C (0.043, -1.243, 2.343)
O (-0.687, -0.353, 2.690)
C (0.462, -1.455, 0.886)
C (1.857, -2.073, 0.758)
C (2.209, -2.351, -0.694)
S (1.034, -3.469, -1.529)
C (1.464, -5.039, -0.728)
N (0.371, -0.194, 0.182)
C (1.057, 0.885, 0.680)
O (1.952, 0.799, 1.496)
N (0.710, 2.096, 0.136)
C (-0.373, 2.363, -0.727)
C (-1.378, 3.220, -0.287)
C (-2.465, 3.532, -1.087)
C (-3.528, 4.469, -0.602)
C (-2.532, 2.966, -2.354)
C (-1.525, 2.135, -2.806)
C (-0.425, 1.824, -2.016)
C (0.674, 0.966, -2.568)
H (0.592, -1.070, 4.914)
H (0.665, -2.855, 5.056)
H (-0.880, -2.033, 4.669)
H (-0.266, -2.138, 0.429)
H (2.586, -1.372, 1.169)
H (1.889, -2.990, 1.346)
H (3.200, -2.797, -0.778)
H (2.180, -1.431, -1.275)
H (2.526, -5.228, -0.856)
H (1.204, -5.004, 0.326)
H (0.886, -5.811, -1.224)
H (-0.524, 0.018, -0.235)
H (1.069, 2.881, 0.661)
H (-1.303, 3.639, 0.707)
H (-3.271, 5.494, -0.871)
H (-3.625, 4.419, 0.480)
H (-4.488, 4.233, -1.055)
H (-3.373, 3.188, -2.995)
H (-1.582, 1.722, -3.803)
H (1.597, 1.124, -2.016)
H (0.413, -0.091, -2.509)
H (0.842, 1.209, -3.615)

Forces on atoms 1 to 6 (eV/Å):
-0.207 0.158 0.266
0.213 -0.260 -0.156
-0.219 0.198 -0.249
-0.024 -0.057 0.160
0.324 0.091 0.359
-0.090 -0.022 -0.129

---

This record from the OMol25 dataset describes a single C15H22N2O3S molecule. The level of theory is wB97M-V/def2-TZVPD.

HOMO level: -8.46 eV
max |F|: 0.58 eV/A
gap between HOMO and LUMO: 9.24 eV
E_LUMO: 0.78 eV
relative energy (zero: lowest compared OMol25 entry of this formula, charge and spin): 11.77 kJ/mol
SMILES string: COC(=O)[C@H](CCSC)NC(=O)Nc1cc(C)ccc1C

Positions of all 43 atoms, in Å:
C (-2.732, -3.304, 0.806)
O (-2.677, -1.986, 0.273)
C (-1.563, -1.309, 0.518)
O (-0.664, -1.719, 1.208)
C (-1.512, 0.072, -0.144)
C (-2.508, 0.263, -1.293)
C (-3.926, 0.517, -0.816)
S (-4.036, 2.073, 0.148)
C (-5.813, 2.023, 0.508)
N (-0.151, 0.271, -0.603)
C (0.430, -0.714, -1.357)
O (-0.213, -1.550, -1.961)
N (1.791, -0.623, -1.483)
C (2.697, -0.044, -0.578)
C (2.481, -0.141, 0.794)
C (3.369, 0.422, 1.697)
C (3.127, 0.321, 3.172)
C (4.494, 1.073, 1.205)
C (4.724, 1.149, -0.156)
C (3.837, 0.599, -1.070)
C (4.084, 0.680, -2.546)
H (-3.707, -3.701, 0.534)
H (-2.612, -3.280, 1.891)
H (-1.936, -3.912, 0.374)
H (-1.718, 0.820, 0.631)
H (-2.166, 1.117, -1.881)
H (-2.487, -0.621, -1.931)
H (-4.278, -0.290, -0.176)
H (-4.595, 0.625, -1.671)
H (-6.042, 1.126, 1.078)
H (-6.042, 2.906, 1.095)
H (-6.373, 2.039, -0.423)
H (0.458, 0.844, -0.041)
H (2.180, -1.210, -2.208)
H (1.622, -0.689, 1.156)
H (2.249, -0.284, 3.378)
H (2.976, 1.313, 3.599)
H (3.987, -0.126, 3.669)
H (5.199, 1.515, 1.894)
H (5.609, 1.651, -0.520)
H (4.356, -0.299, -2.943)
H (3.188, 1.016, -3.065)
H (4.896, 1.370, -2.760)

Forces on atoms 1 to 6 (eV/Å):
0.136 -0.314 0.250
-0.260 0.190 -0.211
0.233 0.199 0.234
-0.069 -0.127 0.055
0.046 -0.153 -0.430
-0.137 0.017 0.186

---

This record from the OMol25 dataset describes a single C15H22N2O4 molecule. The level of theory is wB97M-V/def2-TZVPD.

HOMO level: -9.18 eV
max |F|: 0.50 eV/A
gap between HOMO and LUMO: 9.96 eV
E_LUMO: 0.78 eV
relative energy (zero: lowest compared OMol25 entry of this formula, charge and spin): 543.54 kJ/mol
SMILES string: O=C([C@H](CO)NC(=O)[C@H]1C[C@@]2(C1)C[C@]21CC1)N1CCCO1

Positions of all 43 atoms, in Å:
O (1.629, 3.051, 1.290)
C (0.495, 3.091, 0.859)
C (-0.459, 1.920, 1.070)
C (-1.136, 2.027, 2.435)
O (-1.854, 3.248, 2.477)
N (0.344, 0.719, 1.014)
C (-0.189, -0.479, 0.662)
O (-1.368, -0.607, 0.376)
C (0.781, -1.633, 0.599)
C (0.916, -2.300, -0.800)
C (0.763, -3.656, -0.116)
C (0.267, -2.983, 1.160)
C (1.754, -4.798, -0.178)
C (0.367, -4.942, -0.692)
C (-0.755, -5.891, -0.563)
C (-0.289, -5.408, -1.930)
N (0.103, 4.166, 0.078)
C (0.906, 4.476, -1.114)
C (0.032, 5.525, -1.792)
C (-1.376, 5.149, -1.295)
O (-1.206, 4.002, -0.462)
H (-1.216, 1.884, 0.291)
H (-1.793, 1.161, 2.553)
H (-0.357, 1.995, 3.205)
H (-2.260, 3.340, 3.343)
H (1.313, 0.803, 1.277)
H (1.753, -1.361, 1.010)
H (0.055, -2.062, -1.428)
H (1.839, -2.112, -1.347)
H (0.701, -3.315, 2.103)
H (-0.821, -2.980, 1.228)
H (2.572, -4.734, -0.886)
H (1.996, -5.290, 0.758)
H (-0.536, -6.915, -0.288)
H (-1.703, -5.514, -0.199)
H (-0.934, -4.708, -2.448)
H (0.230, -6.107, -2.572)
H (1.886, 4.836, -0.819)
H (1.010, 3.577, -1.727)
H (0.304, 6.520, -1.443)
H (0.122, 5.503, -2.876)
H (-1.831, 5.960, -0.723)
H (-2.053, 4.843, -2.090)

Forces on atoms 1 to 6 (eV/Å):
0.012 -0.003 0.015
0.297 -0.125 -0.384
-0.135 0.156 0.298
-0.004 0.002 -0.003
-0.006 0.000 0.015
-0.012 -0.016 0.024

---

This record from the OMol25 dataset describes a single C15H22N2O4 molecule. The level of theory is wB97M-V/def2-TZVPD.

HOMO level: -8.86 eV
max |F|: 0.57 eV/A
gap between HOMO and LUMO: 9.63 eV
E_LUMO: 0.77 eV
relative energy (zero: lowest compared OMol25 entry of this formula, charge and spin): 527.78 kJ/mol
SMILES string: O=C([C@H](CO)NC(=O)[C@H]1C[C@@]2(C1)C[C@]21CC1)N1CCCO1

Positions of all 43 atoms, in Å:
O (2.435, -0.365, -2.537)
C (1.416, -1.045, -2.551)
C (0.090, -0.483, -2.058)
C (-0.620, 0.273, -3.181)
O (-0.897, -0.638, -4.232)
N (0.406, 0.430, -0.982)
C (-0.502, 0.761, -0.032)
O (-1.642, 0.323, -0.039)
C (0.003, 1.667, 1.063)
C (0.110, 1.012, 2.473)
C (-0.559, 2.260, 3.037)
C (-1.010, 2.682, 1.646)
C (0.065, 3.144, 4.100)
C (-1.226, 2.456, 4.335)
C (-2.623, 2.827, 4.648)
C (-1.959, 1.622, 5.306)
N (1.441, -2.308, -3.019)
C (2.647, -3.105, -3.124)
C (2.092, -4.405, -3.682)
C (0.755, -4.489, -2.960)
O (0.319, -3.137, -2.768)
H (-0.563, -1.270, -1.688)
H (-1.534, 0.700, -2.762)
H (0.036, 1.084, -3.518)
H (-1.438, -0.194, -4.889)
H (1.335, 0.821, -0.985)
H (0.941, 2.149, 0.785)
H (-0.535, 0.135, 2.545)
H (1.111, 0.764, 2.824)
H (-0.889, 3.727, 1.363)
H (-2.030, 2.356, 1.436)
H (0.946, 2.723, 4.573)
H (0.074, 4.220, 3.973)
H (-2.811, 3.680, 5.288)
H (-3.380, 2.645, 3.895)
H (-2.264, 0.624, 5.021)
H (-1.718, 1.748, 6.354)
H (3.358, -2.603, -3.775)
H (3.104, -3.243, -2.138)
H (1.945, -4.320, -4.758)
H (2.730, -5.261, -3.475)
H (-0.018, -4.999, -3.533)
H (0.857, -4.967, -1.982)

Forces on atoms 1 to 6 (eV/Å):
-0.009 -0.018 0.000
0.063 -0.004 0.134
-0.014 0.046 -0.111
0.005 -0.011 0.002
-0.001 -0.004 0.013
-0.007 0.007 -0.016